#w
C24H22Cl2N5O4S3Tl | the ωB97M-V functional and the def2-TZVPD basis

CARTESIAN COORDINATES (ANGSTROEM)
Tl  -0.64  -0.82  -0.15
Cl  -6.28  2.92  -3.44
C  -5.41  1.66  -2.60
C  -4.11  1.90  -2.19
C  -3.38  0.95  -1.47
N  -2.16  1.21  -0.90
C  -1.37  2.24  -1.16
O  -1.26  2.96  -2.17
C  -0.51  2.56  0.06
C  -0.08  3.86  0.26
C  0.55  4.19  1.45
C  0.73  3.20  2.41
C  0.30  1.92  2.11
N  -0.30  1.60  0.97
C  -3.99  -0.31  -1.17
C  -5.29  -0.54  -1.64
C  -5.99  0.43  -2.34
Cl  -7.62  0.07  -2.88
N  -3.27  -1.17  -0.37
C  -3.73  -2.32  0.10
O  -4.73  -2.99  -0.22
C  -2.85  -2.88  1.21
C  -2.98  -4.22  1.57
C  -2.18  -4.72  2.58
C  -1.32  -3.86  3.26
C  -1.29  -2.53  2.87
N  -2.01  -2.06  1.85
H  -3.65  2.86  -2.40
H  -0.26  4.59  -0.52
H  0.89  5.20  1.63
H  1.21  3.41  3.35
H  0.47  1.10  2.80
H  -5.76  -1.49  -1.42
H  -3.69  -4.83  1.03
H  -2.22  -5.78  2.84
H  -0.67  -4.22  4.05
H  -0.64  -1.83  3.37
C  5.02  3.23  -0.69
C  4.86  2.45  0.62
S  3.35  1.47  0.78
C  3.70  0.04  -0.27
C  3.44  0.24  -1.77
S  1.75  0.85  -2.13
C  1.96  2.44  -3.02
C  3.20  3.31  -2.86
S  3.52  4.11  -1.25
H  5.33  2.57  -1.49
H  5.79  4.00  -0.56
H  4.81  3.14  1.47
H  5.72  1.80  0.77
H  3.04  -0.73  0.14
H  4.74  -0.26  -0.10
H  3.53  -0.72  -2.27
H  4.15  0.94  -2.22
H  1.05  2.97  -2.76
H  1.91  2.20  -4.09
H  3.09  4.13  -3.56
H  4.11  2.77  -3.13
O  2.81  -1.44  3.41
N  1.72  -1.11  2.95
O  1.50  -1.42  1.76

Properties
HOMO energy = -1.48 eV
total charge = -2
orbital gap = 0.1942 Eh


#x
C24H22Cl2N5O4S3Tl | the ωB97M-V functional and the def2-TZVPD basis

CARTESIAN COORDINATES (ANGSTROEM)
Tl  0.76  0.96  1.25
Cl  -5.05  0.59  -3.43
C  -4.08  0.30  -2.01
C  -3.09  1.21  -1.67
C  -2.27  1.04  -0.55
N  -1.21  1.89  -0.29
C  -1.29  3.17  -0.60
O  -2.27  3.86  -0.96
C  0.03  3.93  -0.49
C  -0.01  5.33  -0.44
C  1.18  6.03  -0.36
C  2.38  5.32  -0.34
C  2.32  3.94  -0.41
N  1.18  3.26  -0.48
C  -2.47  -0.11  0.26
C  -3.48  -1.01  -0.10
C  -4.27  -0.82  -1.22
Cl  -5.49  -2.01  -1.61
N  -1.59  -0.37  1.32
C  -2.01  -1.07  2.36
O  -3.16  -1.45  2.66
C  -0.92  -1.49  3.34
C  -1.28  -2.20  4.49
C  -0.29  -2.62  5.36
C  1.04  -2.34  5.06
C  1.31  -1.64  3.90
N  0.36  -1.23  3.07
H  -2.95  2.08  -2.29
H  -0.97  5.81  -0.48
H  1.18  7.11  -0.30
H  3.34  5.83  -0.27
H  3.23  3.34  -0.39
H  -3.65  -1.88  0.52
H  -2.33  -2.39  4.65
H  -0.55  -3.17  6.26
H  1.84  -2.66  5.71
H  2.33  -1.40  3.60
C  -0.88  -1.67  -3.15
C  0.28  -0.77  -3.57
S  0.93  0.27  -2.22
C  2.61  -0.35  -1.98
C  2.74  -1.73  -1.35
S  2.11  -1.83  0.36
C  0.85  -3.13  0.18
C  -0.42  -2.74  -0.58
S  -0.38  -3.21  -2.34
H  -1.46  -1.97  -4.03
H  -1.56  -1.14  -2.48
H  -0.06  -0.09  -4.35
H  1.11  -1.37  -3.97
H  3.08  0.39  -1.33
H  3.14  -0.34  -2.94
H  3.81  -1.97  -1.29
H  2.23  -2.48  -1.94
H  0.58  -3.33  1.22
H  1.30  -4.03  -0.24
H  -0.57  -1.67  -0.52
H  -1.29  -3.22  -0.14
O  5.44  0.32  -0.25
N  4.86  0.72  0.78
O  3.75  0.19  1.03

Properties
HOMO energy = -1.93 eV
total charge = -2
orbital gap = 0.2281 Eh


The least stable of them is #w.


#w
C3H7NO2S | the ωB97M-V functional and the def2-TZVPD basis

CARTESIAN COORDINATES (ANGSTROEM)
C  -0.24  -2.48  -0.77
C  -0.74  0.88  0.48
C  0.45  1.02  1.52
H  -1.36  -1.97  -1.38
H  0.34  -3.18  -1.26
H  -0.14  -2.67  0.32
H  -1.50  0.01  -1.29
H  0.38  0.24  2.52
H  -0.01  1.94  2.01
H  2.01  0.46  0.69
N  -0.66  0.12  -0.62
O  -1.87  1.15  0.93
O  1.65  1.40  0.91
S  0.62  -0.79  -1.21

Properties
HOMO energy = -9.26 eV
total charge = 0
orbital gap = 0.3540 Eh


#x
C3H7NO2S | the ωB97M-V functional and the def2-TZVPD basis

CARTESIAN COORDINATES (ANGSTROEM)
O  -2.52  0.68  -1.00
C  -1.87  0.09  -0.19
O  -2.17  0.11  1.13
N  -0.80  -0.79  -0.44
C  0.49  -0.28  -0.77
C  1.17  0.38  0.43
S  2.95  0.75  0.31
H  -2.96  0.65  1.24
H  -1.03  -1.72  -0.73
H  1.15  -1.06  -1.16
H  0.50  0.40  -1.63
H  0.72  1.37  0.58
H  1.00  -0.24  1.30
H  3.37  -0.34  0.95

Properties
HOMO energy = -9.12 eV
SMILES string = O=C(O)NCCS
total charge = 0
orbital gap = 0.3589 Eh


The least stable of them is #w.


#w
C3H7NO2S | the ωB97M-V functional and the def2-TZVPD basis

CARTESIAN COORDINATES (ANGSTROEM)
N  0.15  1.83  1.13
C  -0.49  1.78  -0.04
O  -1.20  0.90  -0.42
O  -0.31  2.99  -0.78
H  0.75  2.52  1.47
H  -0.03  1.01  1.66
H  -1.08  3.08  -1.38
C  -0.18  -1.87  -0.69
C  0.96  -2.25  0.19
S  1.45  -1.42  1.48
H  -0.66  -0.91  -0.46
H  -0.96  -2.62  -0.54
H  0.17  -1.78  -1.76
H  1.42  -3.27  0.13

Properties
HOMO energy = -8.65 eV
SMILES string = NC(=O)O.CC=S
total charge = 0
orbital gap = 0.3171 Eh


#x
C3H7NO2S | the ωB97M-V functional and the def2-TZVPD basis

CARTESIAN COORDINATES (ANGSTROEM)
O  -1.04  1.80  -0.50
C  -0.28  0.98  0.14
C  -0.96  0.05  1.04
C  -1.92  -0.74  0.16
O  -1.09  -1.49  -0.64
N  1.11  0.97  -0.08
S  2.15  -0.51  0.06
H  -1.57  0.57  1.75
H  -0.36  -0.71  1.48
H  -2.47  -1.37  0.88
H  -2.58  -0.08  -0.49
H  -1.60  -1.31  -1.69
H  1.20  1.55  -0.89
H  1.23  -1.37  -0.50

Properties
HOMO energy = -9.64 eV
SMILES string = O=C(CCO)NS
total charge = 0
orbital gap = 0.3695 Eh


#y
C3H7NO2S | the ωB97M-V functional and the def2-TZVPD basis

CARTESIAN COORDINATES (ANGSTROEM)
O  -1.67  0.93  -1.04
C  -1.90  0.06  -0.24
O  -2.91  -0.88  -0.37
N  -1.18  -0.09  0.92
C  0.27  -0.15  0.96
C  1.04  0.30  -0.28
S  2.87  -0.07  0.06
H  -3.08  -0.78  -1.32
H  -1.69  -0.61  1.61
H  0.58  -1.08  1.45
H  0.56  0.59  1.71
H  0.83  1.23  -0.81
H  0.82  -0.48  -1.03
H  3.73  0.79  -0.53

Properties
HOMO energy = -9.19 eV
SMILES string = O=C(O)NCCS
total charge = 0
orbital gap = 0.3612 Eh


The least stable of them is #x.


#w
C15H54O12 | the ωB97M-V functional and the def2-TZVPD basis

CARTESIAN COORDINATES (ANGSTROEM)
C  2.26  -0.41  4.80
C  2.40  0.18  3.38
C  2.47  -0.92  2.33
O  1.30  1.02  3.07
H  2.50  0.28  5.61
H  3.06  -1.15  4.91
H  1.29  -0.88  4.97
H  3.32  0.77  3.41
H  3.36  -1.53  2.52
H  2.65  -0.42  1.38
H  1.59  -1.55  2.22
H  0.65  1.04  3.77
C  -0.83  -2.15  3.75
C  -1.12  -1.71  5.14
C  -0.43  -2.51  6.25
O  -0.80  -0.32  5.32
H  -1.23  -3.15  3.57
H  0.24  -2.13  3.54
H  -1.30  -1.60  2.93
H  -2.20  -1.82  5.30
H  -0.76  -2.43  7.29
H  0.63  -2.27  6.28
H  -0.60  -3.55  5.97
H  -1.31  -0.07  6.10
C  5.85  -0.23  -3.19
C  4.53  -0.93  -3.11
C  3.68  -0.44  -1.95
O  3.82  -0.61  -4.34
H  5.78  0.86  -3.07
H  6.27  -0.32  -4.20
H  6.62  -0.53  -2.49
H  4.65  -2.01  -3.00
H  2.63  -0.74  -1.96
H  3.70  0.64  -1.81
H  4.11  -0.87  -1.03
H  3.06  -1.19  -4.34
C  -3.27  2.55  -5.38
C  -2.73  1.21  -4.86
C  -2.31  0.30  -6.01
O  -1.60  1.47  -4.02
H  -4.22  2.36  -5.88
H  -2.58  3.06  -6.05
H  -3.45  3.17  -4.50
H  -3.49  0.66  -4.30
H  -1.93  -0.64  -5.61
H  -1.52  0.80  -6.58
H  -3.12  0.14  -6.72
H  -1.04  2.08  -4.51
C  -1.17  0.50  0.86
C  -1.01  0.70  -0.64
C  -0.08  -0.35  -1.22
O  -2.27  0.65  -1.26
H  -1.72  1.39  1.20
H  -0.23  0.41  1.38
H  -1.84  -0.34  1.04
H  -0.54  1.67  -0.81
H  0.88  -0.27  -0.70
H  0.19  -0.14  -2.26
H  -0.43  -1.38  -1.19
H  -2.16  0.81  -2.21
O  1.17  2.90  0.87
H  1.79  2.72  0.15
H  1.21  2.11  1.43
O  -2.50  -2.47  -1.14
H  -2.25  -1.54  -1.11
H  -2.88  -2.64  -0.26
O  -2.89  3.36  -1.13
H  -2.88  2.39  -1.21
H  -3.31  3.53  -0.28
O  -0.34  -3.61  -2.72
H  -0.53  -4.54  -2.89
H  -0.99  -3.35  -2.05
O  -0.44  4.62  -0.89
H  0.21  4.06  -0.45
H  -1.15  4.00  -1.14
O  -0.89  3.68  3.13
H  -0.75  2.89  3.65
H  -0.39  3.53  2.32
O  -3.99  -2.85  1.19
H  -3.92  -2.35  2.01
H  -4.50  -3.63  1.43

Properties
HOMO energy = -9.94 eV
SMILES string = CC(C)O.CC(C)O.CC(C)O.CC(C)O.CC(C)O.O.O.O.O.O.O.O
total charge = 0
orbital gap = 0.3637 Eh


#x
C15H54O12 | the ωB97M-V functional and the def2-TZVPD basis

CARTESIAN COORDINATES (ANGSTROEM)
C  6.71  -1.09  -3.26
C  7.47  0.06  -3.93
O  8.80  -0.05  -3.56
H  7.17  -2.02  -3.61
H  5.68  -1.23  -3.59
H  6.60  -0.88  -2.20
H  7.22  1.10  -3.70
H  7.32  0.03  -5.01
H  8.89  -0.12  -2.60
C  -5.23  -4.05  -5.86
C  -4.11  -3.89  -4.84
O  -4.06  -5.21  -4.37
H  -6.10  -4.38  -5.29
H  -4.98  -4.72  -6.68
H  -5.47  -3.03  -6.19
H  -4.34  -3.18  -4.04
H  -3.12  -3.62  -5.20
H  -3.80  -5.18  -3.44
C  -2.39  0.47  8.37
C  -1.89  0.07  7.01
O  -1.07  1.05  6.44
H  -3.33  -0.07  8.51
H  -2.61  1.48  8.71
H  -1.84  -0.12  9.10
H  -2.68  -0.06  6.27
H  -1.35  -0.87  7.01
H  -0.20  1.00  6.83
C  -0.20  0.42  0.48
C  0.07  -0.89  -0.36
O  1.22  -1.59  0.19
H  0.66  0.97  0.86
H  -0.73  0.15  1.39
H  -0.80  1.10  -0.13
H  0.23  -0.58  -1.40
H  -0.83  -1.50  -0.33
H  1.54  -2.27  -0.41
C  -6.52  1.06  3.70
C  -6.10  1.40  2.22
O  -6.51  0.42  1.35
H  -6.41  0.03  4.01
H  -7.44  1.55  4.01
H  -5.88  1.67  4.34
H  -5.02  1.52  2.12
H  -6.60  2.31  1.91
H  -7.28  -0.03  1.70
C  5.67  -0.04  2.77
O  6.59  1.03  2.98
H  5.75  -0.93  3.40
H  4.66  0.37  2.79
H  5.81  -0.43  1.75
H  6.03  1.81  2.90
C  -2.84  6.06  -1.14
O  -2.91  7.00  -2.19
H  -3.09  5.01  -1.30
H  -1.77  6.11  -0.92
H  -3.42  6.38  -0.28
H  -2.56  7.85  -1.91
C  2.56  -5.76  -4.25
O  2.78  -5.33  -2.93
H  3.43  -5.59  -4.88
H  2.53  -6.85  -4.24
H  1.67  -5.29  -4.68
H  3.30  -6.03  -2.52
C  5.61  6.00  3.10
O  4.58  4.97  2.94
H  6.49  5.92  2.46
H  4.93  6.78  2.76
H  5.75  6.29  4.14
H  4.00  5.18  2.21
C  -2.94  3.50  -5.06
O  -1.97  4.49  -5.26
H  -2.96  2.86  -5.94
H  -2.72  2.77  -4.28
H  -3.92  3.97  -4.95
H  -2.13  5.11  -4.54
O  -2.55  -6.09  0.11
H  -2.33  -5.39  0.73
H  -2.41  -6.89  0.61
O  2.43  -4.05  3.41
H  3.07  -4.62  2.99
H  2.17  -3.43  2.72

Properties
HOMO energy = -10.05 eV
SMILES string = CCO.CCO.CCO.CCO.CCO.CO.CO.CO.CO.CO.O.O
total charge = 0
orbital gap = 0.3727 Eh


The least stable of them is #x.